Here is a cluster of 8 separate species, C71H150F6N6O5S in total at a distorted geometry from the OMol25 dataset. Energies are from the ωB97M-V functional and the def2-TZVPD basis.

Each line ends with the Mulliken charge.
Element x y z (Å)
C (4.60653, -3.01245, -2.11396)  0.601
C (2.66127, 0.16411, -3.82366)  1.689
H (1.06853, -2.14437, -3.14937)  0.076
C (-0.20256, 5.72504, -0.07923)  -1.249
H (1.93343, -0.43373, -5.63954)  0.583
H (-4.56406, -2.25884, 4.70474)  0.555
H (-5.36980, -5.78463, -0.77522)  0.479
H (-2.16553, 0.56546, -5.63119)  0.632
H (-2.13980, 2.03779, 2.38645)  0.074
C (0.10285, 5.06385, 1.29763)  0.236
H (5.62539, -2.35026, -3.98107)  0.354
H (-0.10975, -1.08555, -4.01002)  -0.313
C (-4.48414, 1.93225, -4.74566)  -1.294
F (0.19903, 1.36925, 6.70383)  -0.252
C (3.68689, 1.04092, -4.55127)  -1.743
H (1.96770, 7.08922, 1.24159)  0.872
C (-4.81205, -3.88451, -4.46543)  -0.418
H (2.17884, -7.47355, 0.18184)  0.441
H (1.18008, 7.10321, 3.35197)  0.315
H (2.44715, -7.77160, 1.88652)  0.280
H (-1.07098, 3.87996, -7.51598)  0.497
C (-3.96439, 1.95104, -1.52734)  -0.611
H (3.66298, 1.78179, -1.72234)  -0.274
H (-3.46875, 2.25204, 5.03262)  0.290
H (5.42670, -2.35557, 1.72388)  -0.040
H (0.64359, 2.35899, -5.62308)  -0.543
N (4.14550, 2.29118, -3.71087)  0.415
H (2.82412, -1.65047, -4.96304)  0.351
H (5.80191, 3.74614, -3.97928)  0.488
H (4.18038, 3.47639, 1.02346)  0.205
C (2.16320, -4.74040, 2.01151)  -0.689
C (2.09583, -0.89591, -4.66582)  -0.965
H (-3.47714, 1.69119, -0.58757)  -0.118
H (-2.56541, -1.32715, -0.46103)  -0.532
H (-3.89443, -3.29781, -4.42248)  -0.006
H (2.05798, 2.96858, -3.76498)  -0.465
H (-3.32365, -0.16501, 8.92439)  0.396
H (5.10495, 5.46240, 5.66003)  0.202
H (-1.98553, 0.54257, 5.59077)  0.430
H (3.32996, 4.05568, -2.95840)  0.202
H (6.75305, -2.80479, -2.82976)  0.340
C (3.30152, 4.00168, -5.21465)  -0.462
S (0.05490, 0.97560, -0.60444)  -0.445
H (-0.29063, 1.69299, -6.83200)  0.558
H (2.50940, -4.97343, 3.01846)  0.440
H (-5.42817, -5.74154, -3.37709)  0.533
H (3.46256, 6.41275, 1.42301)  0.453
C (5.53879, 1.83845, 2.89847)  -1.926
H (3.40129, -2.90216, 0.53132)  -0.348
F (2.69539, 0.24735, -0.31300)  0.080
C (-7.01232, -4.51859, 0.06777)  -0.217
H (5.44217, 3.76317, 5.12065)  0.069
C (-2.77921, -3.07700, 3.92472)  -0.215
C (5.98784, 0.09981, -0.96617)  -1.308
H (-2.36017, 0.87681, 7.86693)  0.328
C (1.49539, -0.16946, 0.04841)  -0.395
H (2.68074, -4.19254, -0.46277)  0.713
H (-6.65245, 1.67184, -6.03250)  0.375
C (-2.61826, -2.22811, 0.15017)  0.451
N (1.70597, 5.01111, 1.29844)  0.733
H (-2.20448, -3.11018, 4.85030)  0.758
H (4.08674, 2.88006, 7.17825)  0.339
H (1.25136, 3.93828, 6.99105)  0.312
H (-8.09312, -6.28915, 0.24596)  0.351
C (-6.13642, -3.01799, -4.28069)  -0.564
C (-2.39756, 0.09683, 3.13723)  -0.190
H (6.20386, 2.30622, -4.79886)  0.424
C (3.68153, 3.42941, 1.99147)  -0.140
H (-3.12479, -6.50458, 3.33057)  0.441
H (-5.34697, 1.85797, -4.08376)  0.760
C (5.77378, -3.10151, -3.20538)  -1.533
H (-3.73156, -3.99715, 0.32783)  -0.018
C (-6.12927, -5.06684, -1.08520)  -1.235
C (-2.98745, 2.36677, -2.65814)  0.213
H (5.94658, 4.31277, 6.69101)  0.478
H (3.41683, 5.08453, -5.16736)  0.514
H (6.15341, 2.73331, 2.80064)  0.459
H (-3.72490, 1.37499, -6.79856)  0.330
H (-3.84307, -5.07731, -2.87400)  0.466
C (-0.08123, 3.78350, -7.06969)  -1.631
C (-2.64111, -5.58387, 3.65683)  -1.395
C (-1.96147, 1.23530, -4.79586)  -0.324
H (3.63711, 4.53515, 7.51185)  0.299
H (-7.54386, -3.98753, -3.04810)  0.474
H (-1.53616, 1.92400, 4.04198)  0.225
C (-3.82262, -1.88879, 3.99662)  -1.259
C (4.59032, 1.95775, -2.26748)  -0.392
C (2.17091, 4.88253, -0.20306)  0.560
H (-4.38915, 3.01645, -4.80556)  0.556
H (-9.01066, -5.73757, 2.59219)  0.403
H (1.97915, 0.61657, -3.10387)  -0.149
C (-3.61197, 0.09423, -3.19023)  -0.549
H (4.09966, 7.48201, 3.80754)  0.374
H (-2.85719, -4.14242, -1.13824)  0.415
C (4.81269, -3.91404, -0.83863)  -0.782
H (-2.21137, -5.70026, 4.65176)  0.427
C (-3.52466, -4.34333, 3.60328)  0.400
H (6.28464, 0.72332, -0.12282)  0.729
H (4.91374, -4.95672, -1.13979)  0.372
H (-2.00330, 2.16052, -2.23740)  -0.792
H (2.80653, 7.97624, 4.98979)  0.354
O (0.65712, 1.98713, -1.51680)  0.000
H (-0.32881, 6.79593, 0.08000)  0.369
H (-3.33600, -1.94147, 7.03098)  0.347
H (-8.87111, -4.35061, 1.77675)  0.332
N (-3.26176, 1.40566, -3.86447)  0.988
H (-1.79320, -5.47830, 2.98007)  0.072
H (3.52560, 1.32251, 1.98663)  -0.717
H (-4.19600, -0.44699, -3.93461)  -0.015
H (5.41335, -1.57220, 4.03871)  0.285
H (-6.37320, -3.95241, 0.74531)  -0.038
O (-0.49063, 1.58236, 0.58654)  -0.246
H (-3.21145, 3.41091, -2.87654)  0.624
H (-5.49721, 0.59652, -2.22173)  0.600
F (2.21430, 1.50661, 7.42136)  -0.314
H (-4.21968, -0.50591, 6.81785)  0.278
C (1.03554, 5.37110, -1.07528)  -0.022
C (-2.44293, -0.44640, 5.56224)  -0.797
C (5.55785, -2.60363, 3.71721)  -1.657
H (1.86681, 3.81189, 2.98279)  0.240
C (2.18047, 3.69348, 1.94563)  -0.381
H (2.17587, 5.81742, 3.91939)  -0.132
C (3.82795, 3.82734, 6.70520)  -0.487
H (-3.25230, -2.01456, 1.01070)  -0.510
H (-6.77549, -3.45412, -5.04846)  0.412
H (-4.68849, -4.27710, -5.47474)  0.572
C (5.73559, 0.81139, -2.24423)  -0.136
C (0.83892, -1.61826, -4.07597)  -0.462
C (-3.42095, -3.42260, -0.54483)  -0.545
H (-6.74438, -5.61809, -1.79643)  0.697
H (-6.10685, 1.09292, -7.69260)  0.378
C (3.55904, -3.89502, 0.11008)  -0.765
H (3.46957, 1.99207, 3.51484)  -0.379
H (5.00825, 2.91585, -1.95849)  0.690
N (-5.55826, -4.02747, -2.11789)  0.451
C (3.65969, -6.33099, 0.89410)  -0.264
H (2.45626, 3.86488, -5.88913)  -0.079
H (1.26566, 6.27468, -1.63980)  0.498
H (-2.73021, -0.43376, -2.82717)  0.235
H (4.64513, 2.59717, -6.50669)  0.332
O (0.54406, 3.90011, 5.08517)  -0.768
H (-1.16447, 5.35914, -0.43832)  0.560
H (-4.90447, 0.45948, 3.26847)  0.329
C (4.79394, -4.45365, 2.17308)  -1.005
C (-0.28621, 2.55024, -6.15880)  0.438
H (0.19641, 4.72007, -6.58612)  0.325
H (-3.79491, -4.26276, 2.55039)  -0.397
H (-7.54520, -4.82160, 2.96538)  0.224
H (-0.15508, 5.50434, 2.26072)  0.682
H (-4.22080, -2.39609, -2.29142)  -0.696
H (-4.58234, 0.14321, -6.01238)  0.226
H (3.14765, -0.40434, -3.03095)  -0.834
H (-5.03135, 0.75069, 5.03062)  0.537
H (-2.03961, -3.01973, 3.12610)  -0.141
C (1.39176, -5.85504, 1.47947)  -0.190
H (-1.65211, -2.54354, 0.54406)  0.349
H (3.05189, 8.56733, 3.21502)  0.472
H (6.61880, 1.26005, -2.69892)  0.442
C (-2.35113, 1.63661, 3.37765)  -0.199
C (4.00999, 2.10205, 2.57466)  1.951
H (1.60251, 2.85090, 1.56598)  -0.193
C (-5.87581, 1.67013, -6.79730)  -1.527
H (4.58979, -6.72212, 1.30646)  0.497
C (-8.21416, -5.13037, 2.16210)  -1.211
H (5.84908, -4.13160, -3.55373)  0.433
H (-4.67859, 2.75563, -1.35227)  0.383
H (5.11784, 4.21648, -6.36793)  0.482
C (3.01807, 3.48051, -3.83018)  0.854
H (4.59544, -2.00165, -1.70621)  -0.777
H (4.62142, -5.02313, 3.08634)  0.602
H (-5.36180, -2.31297, -0.81955)  0.752
C (5.15534, 4.41233, 5.94795)  -0.890
C (-1.54342, 2.62675, -5.25683)  -0.268
C (-7.52046, -5.63615, 0.90456)  -0.382
H (3.67573, -6.31037, -0.19559)  0.092
C (4.84793, -2.90307, 2.46776)  0.593
H (-6.62853, -6.11760, 1.30553)  0.262
C (-6.70217, -3.31898, -2.86731)  -0.661
H (5.99042, 1.15835, 2.17626)  0.295
H (2.36996, 3.82509, -0.37710)  -0.940
C (4.63504, 3.42384, -5.79633)  -0.918
N (-3.28130, -0.46041, 4.28753)  1.071
C (-3.19487, -0.86941, 6.89357)  -0.556
F (1.81518, 1.08840, 5.39592)  -0.230
C (-4.67214, -2.89308, -1.43270)  0.137
H (-5.95980, 2.72112, -7.07380)  0.394
H (4.55122, 0.47910, -4.90536)  0.332
H (3.20563, 1.45344, -5.43802)  0.958
H (6.60994, -2.88032, 3.78542)  0.422
H (0.91048, -5.66531, 0.52005)  0.175
H (-7.70685, -3.85368, -0.44568)  0.476
H (5.61307, -4.85178, 1.57424)  0.551
C (-4.56527, 1.22773, -6.12018)  0.054
C (-4.43404, 0.50846, -1.99808)  -0.402
H (-1.64435, -0.50386, 8.37089)  0.364
C (2.18729, 6.69427, 3.27201)  0.045
H (4.08992, 4.18425, 2.66343)  0.321
H (-4.23489, -1.74959, 2.99724)  0.210
C (5.34430, 2.91038, -4.50861)  -0.670
H (5.07612, -0.26768, -0.49518)  -0.137
C (2.45213, 6.29950, 1.81585)  -1.142
H (-1.42753, -0.38023, 2.99738)  0.422
H (3.88783, -2.39096, 2.53150)  0.038
H (5.73660, -3.61478, -0.34373)  0.392
H (-0.04836, 3.99942, 1.11813)  -0.401
H (0.90211, 4.55293, -1.78302)  -0.298
H (-1.25472, 0.69999, -4.16180)  -0.856
N (3.54581, -4.84173, 1.32553)  0.804
C (1.45006, 3.38421, 6.07364)  -0.253
O (2.79560, 3.90080, 5.70841)  0.070
C (2.36338, -6.98374, 1.13794)  -1.163
H (0.63147, 3.61393, -7.87679)  0.394
H (3.57866, -3.21304, -2.41621)  0.423
H (1.84960, -3.69672, 2.03339)  0.410
F (1.44693, -0.17359, 1.39078)  -0.209
H (-2.40307, 3.02476, -5.79600)  0.428
H (-5.97446, -1.97034, -4.53423)  0.136
C (1.44297, 1.87521, 6.40069)  0.536
H (6.77462, -0.64797, -1.06568)  0.423
H (5.29073, -3.35726, 4.45802)  0.417
H (3.02668, 5.52751, -0.40246)  0.229
O (-0.88354, 0.01380, -1.25622)  0.233
H (-2.98789, -0.05778, 2.23406)  -0.455
C (-4.34953, 0.65914, 4.18514)  -0.703
C (-3.65166, 1.95173, 4.00089)  -0.623
F (1.22254, -1.46314, -0.30111)  -0.107
H (-1.60845, -1.14409, 5.49172)  0.512
H (0.64060, -2.42586, -4.78063)  0.624
C (-4.83373, -4.83556, -3.25901)  -0.723
C (-2.63541, -0.15628, 8.07919)  -1.374
H (0.64882, -6.20269, 2.19730)  0.347
H (-4.10395, 2.69585, 3.34528)  0.420
H (5.43229, 0.07930, -2.99266)  -0.128
C (3.05619, 7.76282, 3.95045)  -1.700
H (-6.96895, -2.39379, -2.35645)  0.412
H (-4.38062, -4.45703, 4.26849)  0.517
H (-4.27366, -0.18727, -1.17447)  0.030
H (5.57496, 1.37575, 3.88473)  0.464
H (-1.31855, 3.35798, -4.48041)  0.314

Calculated values
Electronic energy = -122338.1025 eV
Charge = +4
Energy above the lowest of the compared OMol25 structures with the same formula, charge and spin = 169.3 kcal/mol